The following is a quantum chemistry calculation of the molecule C21H22N6O in a non-equilibrium geometry, from the Open Molecules 2025 dataset.

```
50
Properties=species:S:1:pos:R:3:mulliken_charge:R:1
N 7.137 -3.473 -6.458 -0.434
C 6.146 -3.161 -5.907 0.213
N -3.261 -0.323 3.390 -0.593
N 3.058 -2.183 0.416 -0.553
O -0.994 -0.653 3.860 -0.478
C -4.278 0.497 3.045 -0.143
C -2.020 0.168 3.464 0.290
C 2.781 -2.847 -0.716 0.833
C -1.754 1.525 3.221 -0.279
C -2.814 2.390 2.888 -0.751
C 1.325 -0.763 3.295 -0.555
C 1.445 -3.097 -1.121 -0.566
C -0.025 -0.969 2.952 0.044
C -4.111 1.845 2.733 0.089
C 2.335 -1.104 2.369 -0.259
C 0.363 -2.697 -0.318 -0.804
C -0.344 -1.554 1.738 -0.401
C 2.016 -1.736 1.163 -0.017
C 0.660 -1.968 0.843 0.758
N 3.827 -3.110 -2.977 -0.263
N -7.442 2.222 2.926 -0.392
N -6.231 2.719 3.469 -0.496
C 3.914 -3.432 -1.548 -0.772
C 4.982 -2.760 -5.182 -0.213
C 4.960 -3.485 -3.833 -0.814
C -7.480 2.593 1.503 -0.603
C -5.262 2.758 2.393 0.103
C -6.035 2.403 1.133 -0.722
H -5.306 0.115 3.035 0.452
H -0.733 1.922 3.340 0.403
H -2.645 3.443 2.672 0.375
H 1.640 -0.327 4.223 0.484
H 1.252 -3.729 -1.989 0.262
H 3.413 -0.964 2.595 0.399
H -0.695 -2.863 -0.604 0.360
H -1.389 -1.752 1.489 0.452
H 2.971 -3.489 -3.374 0.188
H -8.291 2.500 3.452 0.253
H -5.914 2.107 4.248 0.381
H 4.879 -3.077 -1.103 0.366
H 3.893 -4.508 -1.457 0.333
H 4.978 -1.671 -5.045 0.302
H 4.132 -3.035 -5.839 0.242
H 4.960 -4.575 -3.975 0.308
H 5.906 -3.227 -3.356 0.394
H -8.204 1.984 0.960 0.338
H -7.746 3.627 1.385 0.322
H -4.946 3.796 2.247 0.511
H -5.832 1.346 0.900 0.276
H -5.776 3.029 0.313 0.379
```

Summary:
SMILES = N#CCCNCc1ccc2cc(Oc3ccc([C@H]4CCNN4)cn3)ccc2n1
strongest force on any atom = 4.6 eV/A
spin multiplicity = 1
Kohn-Sham gap = 7.61 eV
relative energy (zero: lowest compared OMol25 entry of this formula, charge and spin) = 55.8 kcal/mol
HOMO level = -0.281 hartree
DFT total energy = -1217.1321 a.u.

=====

The following is a quantum chemistry calculation of the molecule C21H22N6O3 in a non-equilibrium geometry, from the Open Molecules 2025 dataset.

```
52
Properties=species:S:1:pos:R:3:mulliken_charge:R:1
C -4.495 -2.686 -0.946 -1.325
C -3.889 -1.501 -0.278 0.692
N -2.689 -1.545 0.153 -1.206
N -2.129 -0.490 0.780 0.978
C -2.751 0.734 0.977 0.860
O -2.217 1.660 1.554 -0.712
C -4.116 0.765 0.481 0.226
C -5.041 1.793 0.500 -1.497
C -6.179 1.268 -0.128 0.263
C -5.926 -0.056 -0.514 1.217
N -4.654 -0.365 -0.139 -0.009
C -7.108 -0.525 -1.133 -0.717
C -7.967 0.533 -1.074 -0.581
O -7.430 1.624 -0.473 -0.478
H -8.977 0.628 -1.422 0.461
H -7.313 -1.485 -1.560 0.451
H -4.883 2.766 0.913 0.456
C -0.700 -0.648 0.998 -0.354
C -0.323 -0.258 2.428 -1.456
H -0.420 0.815 2.558 0.350
H 0.688 -0.565 2.674 0.411
H -1.008 -0.747 3.118 0.406
H -0.504 -1.711 0.818 0.624
C 0.006 0.188 -0.090 0.777
O -0.634 0.924 -0.813 -0.692
N 1.341 0.035 -0.238 0.069
C 2.238 -0.849 0.469 -0.848
H 1.694 -1.540 1.106 0.459
H 2.799 -1.432 -0.273 0.347
C 3.242 -0.016 1.280 -0.808
N 3.958 0.886 0.404 0.078
C 5.174 0.492 -0.093 0.957
N 5.672 -0.641 0.411 -0.324
C 6.873 -1.042 0.036 -0.441
C 7.664 -0.362 -0.870 -0.476
C 7.154 0.818 -1.401 -0.561
C 5.906 1.257 -1.018 -0.539
H 5.519 2.180 -1.419 0.252
H 7.733 1.394 -2.109 0.400
H 8.637 -0.731 -1.151 0.380
H 7.206 -1.967 0.491 0.378
C 3.054 1.760 -0.308 -0.921
H 3.596 2.440 -0.961 0.340
C 2.053 0.933 -1.127 -0.809
H 1.320 1.578 -1.614 0.483
H 2.587 0.347 -1.884 0.295
H 2.504 2.353 0.430 0.381
H 3.968 -0.666 1.767 0.416
H 2.711 0.585 2.025 0.385
H -3.769 -3.491 -0.973 0.369
H -5.380 -3.011 -0.400 0.297
H -4.792 -2.429 -1.961 0.295
```

Summary:
SMILES = Cc1nn([C@H](C)C(=O)N2CCN(c3ccccn3)CC2)c(=O)c2cc3occc3n12
strongest force on any atom = 1.7 eV/A
spin multiplicity = 1
Kohn-Sham gap = 8.69 eV
relative energy (zero: lowest compared OMol25 entry of this formula, charge and spin) = 60.8 kcal/mol
HOMO level = -0.291 hartree
DFT total energy = -1367.6836 a.u.

=====

The following is a quantum chemistry calculation of a structure of composition C21H23Br30NO4 in a non-equilibrium geometry, from the Open Molecules 2025 dataset.

```
79
Properties=species:S:1:pos:R:3:mulliken_charge:R:1
C 3.087 -2.396 4.189 -1.080
C 2.432 -0.993 3.788 -0.176
C 1.517 -1.022 2.465 0.717
C 0.886 -2.448 2.111 -0.690
C 1.839 -3.413 1.265 -0.642
C 2.576 -2.669 0.054 0.759
C 2.052 -2.567 -1.248 -0.100
O 0.791 -3.198 -1.532 -0.016
N 1.104 -4.324 -2.302 0.181
O 1.499 -5.200 -1.603 -0.241
C 2.898 -1.741 -2.339 0.205
O 2.945 -2.044 -3.546 -0.560
C 3.650 -0.447 -1.745 -0.512
C 4.171 -0.541 -0.441 -0.702
C 3.985 -1.946 0.321 0.321
O 4.851 -2.427 1.080 -0.560
H 3.570 -2.256 5.227 0.392
H 3.958 -2.694 3.500 0.152
H 2.318 -3.226 4.320 0.249
H 3.220 -0.157 3.716 0.198
H 1.737 -0.703 4.657 0.227
H 2.094 -0.525 1.605 -0.861
H 0.626 -0.323 2.678 0.313
H 0.589 -2.951 3.086 0.363
H -0.041 -2.259 1.452 0.132
H 2.561 -4.039 1.900 0.362
H 1.148 -4.188 0.763 0.270
H 3.739 0.488 -2.378 0.453
H 4.714 0.349 0.032 0.675
C -2.769 -2.464 -1.370 -0.136
Br -2.599 -0.667 -0.662 0.067
Br -2.731 -3.800 0.036 -0.038
Br -4.334 -2.649 -2.499 -0.035
H -1.899 -2.641 -2.000 0.119
C -1.720 3.340 -0.965 -0.405
Br -0.278 2.273 -1.696 -0.011
Br -3.195 3.508 -2.211 -0.015
Br -2.300 2.665 0.759 -0.068
H -1.327 4.341 -0.800 0.442
C -0.952 -7.908 -2.436 0.406
Br 0.467 -8.978 -3.209 -0.005
Br -2.434 -7.681 -3.666 -0.026
Br -1.537 -8.611 -0.726 -0.043
H -0.540 -6.918 -2.249 -0.329
C -5.614 5.042 1.073 0.210
Br -4.830 6.761 0.632 -0.007
Br -6.301 5.006 2.887 -0.044
Br -6.958 4.509 -0.219 0.065
H -4.814 4.305 1.021 -0.181
C 8.453 0.755 -0.717 -0.481
Br 6.604 0.225 -0.436 0.316
Br 9.114 0.171 -2.444 -0.034
Br 8.702 2.661 -0.456 0.042
H 9.049 0.249 0.040 0.352
C 1.553 2.920 3.125 -0.397
Br 3.057 3.872 3.893 -0.026
Br 2.078 1.884 1.567 0.145
Br 0.632 1.849 4.451 -0.042
H 0.844 3.671 2.781 0.385
C -10.742 2.665 1.389 -0.290
Br -10.613 4.098 2.690 -0.018
Br -11.428 3.296 -0.312 -0.019
Br -9.059 1.723 1.182 -0.017
H -11.462 1.947 1.776 0.340
C -0.130 -6.803 -7.131 -0.278
Br 0.028 -5.407 -5.796 0.050
Br -0.802 -6.117 -8.815 -0.035
Br 1.535 -7.772 -7.359 -0.009
H -0.865 -7.516 -6.761 0.270
C 8.351 6.856 0.697 -0.342
Br 9.826 5.837 -0.043 -0.051
Br 6.891 7.030 -0.566 0.001
Br 7.754 6.130 2.393 0.008
H 8.724 7.860 0.894 0.349
C -10.389 7.791 0.252 -0.306
Br -9.891 7.456 -1.592 -0.034
Br -12.187 7.175 0.638 -0.037
Br -9.092 7.053 1.491 0.008
H -10.385 8.869 0.392 0.352
```

Summary:
strongest force on any atom = 4.1 eV/A
spin multiplicity = 1
Kohn-Sham gap = 8.49 eV
HOMO level = -0.370 hartree
DFT total energy = -78389.7340 a.u.